<1>
Density functional theory data (ωB97M-V with the def2-TZVPD basis set) for the molecule C15H19NO5.

Output
spin multiplicity	1
orbital gap	9.14	eV
structure (SMILES)	CCOC(=O)c1ccccc1NC(=O)C[C@@H](C)CC(=O)O
HOMO level	-8.671	eV

Last column: Löwdin charge in e.
Cartesian coordinates (Å):
1 C -1.1718 -2.8487 -0.9090  -0.053
2 C 0.2565 -3.0920 -0.4613  -0.203
3 O 0.9068 -1.8279 -0.2850  -0.039
4 C 2.2187 -1.8785 0.0347  -0.424
5 O 2.7905 -2.9340 0.1647  0.113
6 C 2.8850 -0.5667 0.2124  -0.054
7 C 4.2065 -0.6523 0.6623  -0.016
8 C 4.9730 0.4709 0.8795  -0.078
9 C 4.4206 1.7210 0.6423  -0.064
10 C 3.1214 1.8363 0.1927  -0.002
11 C 2.3312 0.7071 -0.0295  -0.141
12 N 1.0250 0.8279 -0.4870  0.152
13 C 0.2927 1.9489 -0.7508  -0.463
14 O 0.6936 3.0874 -0.6709  0.078
15 C -1.1298 1.6044 -1.1701  -0.074
16 C -1.9285 1.0004 -0.0078  -0.363
17 C -2.0414 1.9965 1.1428  -0.033
18 C -3.3254 0.5787 -0.4851  -0.072
19 C -3.9900 -0.3154 0.5309  -0.538
20 O -3.4652 -1.2503 1.0763  0.099
21 O -5.2574 0.0340 0.7613  0.118
22 H -1.1845 -2.2583 -1.8226  0.079
23 H -1.7368 -2.3313 -0.1376  0.052
24 H -1.6501 -3.8038 -1.1053  0.083
25 H 0.8188 -3.6683 -1.2044  0.129
26 H 0.2892 -3.6368 0.4876  0.133
27 H 4.6085 -1.6391 0.8361  0.118
28 H 5.9893 0.3767 1.2289  0.102
29 H 5.0052 2.6136 0.8067  0.107
30 H 2.6967 2.8083 0.0061  0.099
31 H 0.5513 -0.0602 -0.6012  0.113
32 H -1.0933 0.9026 -2.0062  0.125
33 H -1.6092 2.5247 -1.5066  0.132
34 H -1.4198 0.1019 0.3569  0.126
35 H -2.5769 1.5526 1.9790  0.086
36 H -1.0544 2.2952 1.4868  0.085
37 H -2.5737 2.8900 0.8238  0.093
38 H -3.9604 1.4446 -0.6696  0.129
39 H -3.2424 0.0017 -1.4097  0.133
40 H -5.6695 -0.5615 1.4077  0.134



<2>
Density functional theory data (ωB97M-V with the def2-TZVPD basis set) for the molecule C15H19NO5.

Output
spin multiplicity	1
orbital gap	8.67	eV
structure (SMILES)	CCOC(=O)c1c(C)n(COCCO)c2ccc(O)cc12
HOMO level	-7.943	eV

Last column: Löwdin charge in e.
Cartesian coordinates (Å):
1 C 5.5068 1.8086 -0.2251  -0.066
2 C 4.7800 0.4839 -0.3664  -0.229
3 O 3.4057 0.6893 -0.0505  -0.029
4 C 2.6040 -0.3895 -0.1848  -0.430
5 O 3.0325 -1.4624 -0.5509  0.105
6 C 1.2132 -0.1303 0.1503  -0.021
7 C 0.5867 1.0482 0.5142  -0.162
8 C 1.1341 2.4176 0.6780  0.014
9 N -0.7407 0.8074 0.7404  0.025
10 C -1.7167 1.8240 1.0362  -0.147
11 O -1.8838 2.7301 -0.0264  -0.117
12 C -2.5438 2.2161 -1.1674  -0.172
13 C -4.0625 2.0723 -0.9800  -0.229
14 O -4.4456 0.8856 -0.3285  -0.078
15 C -1.0041 -0.5330 0.5253  -0.163
16 C -2.1788 -1.2629 0.6476  -0.015
17 C -2.1335 -2.6113 0.3655  -0.016
18 C -0.9392 -3.2344 -0.0221  -0.316
19 O -0.9896 -4.5717 -0.2847  0.045
20 C 0.2372 -2.5156 -0.1274  0.051
21 C 0.2047 -1.1537 0.1503  -0.093
22 H 5.0893 2.5414 -0.9109  0.076
23 H 6.5607 1.6726 -0.4501  0.076
24 H 5.4054 2.1842 0.7898  0.076
25 H 5.1917 -0.2704 0.3143  0.128
26 H 4.8564 0.0931 -1.3879  0.127
27 H 1.1650 2.6836 1.7358  0.098
28 H 2.1415 2.4624 0.2811  0.073
29 H 0.5009 3.1406 0.1666  0.084
30 H -1.3766 2.4373 1.8781  0.145
31 H -2.6608 1.3338 1.2962  0.130
32 H -2.3471 2.9486 -1.9533  0.128
33 H -2.1080 1.2512 -1.4632  0.131
34 H -4.5483 2.1447 -1.9620  0.120
35 H -4.4221 2.8886 -0.3495  0.128
36 H -4.2236 0.1310 -0.8869  0.089
37 H -3.1058 -0.8071 0.9586  0.099
38 H -3.0196 -3.2204 0.4448  0.114
39 H -0.1077 -4.8801 -0.5261  0.106
40 H 1.1661 -2.9843 -0.4141  0.113



Of them, <2> has the lowest stability.



<1>
Density functional theory data (ωB97M-V with the def2-TZVPD basis set) for a structure of composition C18H30CeNOSSi.

Output
spin multiplicity	2
expectation value of S²	0.75
orbital gap (spin up / spin down)	8.39 / 8.41	eV
HOMO level (spin up / spin down)	-8.196 / -8.202	eV

Last column: Löwdin charge in e.
Cartesian coordinates (Å):
1 Ce -0.6975 -0.3393 0.7048  1.144
2 C 4.8335 4.6275 0.8755  -0.194
3 Si 4.1513 2.8636 0.8371  0.521
4 C 4.8537 1.9448 2.3247  -0.184
5 C 4.6919 2.0787 -0.7879  -0.185
6 C 2.2655 3.0429 0.9490  -0.239
7 C 1.6663 4.2868 1.0393  -0.069
8 C 0.2796 4.4186 1.1152  -0.061
9 C -0.4757 3.2748 1.0977  -0.126
10 N 0.0578 2.0466 1.0129  -0.124
11 C 1.4076 1.9175 0.9348  -0.726
12 S 2.0271 0.3014 0.8071  0.608
13 H 5.9239 4.6132 0.8242  0.031
14 H 4.5547 5.1445 1.7970  0.031
15 H 4.4735 5.2163 0.0282  0.032
16 H 5.9430 2.0267 2.3367  0.030
17 H 4.5884 0.8892 2.2970  0.005
18 H 4.4716 2.3710 3.2547  0.033
19 H 5.7765 2.1607 -0.8913  0.030
20 H 4.2319 2.5858 -1.6385  0.033
21 H 4.4214 1.0244 -0.8298  0.004
22 H 2.2854 5.1761 1.0535  0.094
23 H -0.1897 5.3895 1.1837  0.104
24 H -1.5577 3.3157 1.1547  0.118
25 C -2.0773 -3.1755 3.6668  -0.033
26 C -1.4780 -2.6218 2.3710  -0.736
27 C -2.1614 -3.3298 1.1758  -0.036
28 C 0.0381 -2.9415 2.3413  -0.037
29 O -1.6651 -1.2368 2.3129  -0.395
30 H -1.9367 -4.2553 3.7255  0.085
31 H -3.1430 -2.9457 3.6954  0.089
32 H -1.6043 -2.6999 4.5274  0.087
33 H -2.1876 -4.4065 1.3415  0.090
34 H -1.6424 -3.1324 0.2324  0.061
35 H -3.1841 -2.9629 1.0856  0.097
36 H 0.2165 -4.0150 2.3596  0.099
37 H 0.5143 -2.4810 3.2077  0.099
38 H 0.5120 -2.5368 1.4301  0.045
39 C -2.2648 -1.9382 -4.6708  -0.059
40 C -3.2476 -1.7674 -3.5030  -0.642
41 C -3.8709 -3.1277 -3.1549  -0.058
42 C -4.3543 -0.7768 -3.8867  -0.059
43 C -2.5161 -1.2550 -2.3338  -0.167
44 C -1.9015 -0.8287 -1.3693  -0.185
45 H -2.7940 -2.3010 -5.5555  0.082
46 H -1.4905 -2.6588 -4.4068  0.083
47 H -1.7857 -0.9893 -4.9118  0.085
48 H -4.4182 -3.5200 -4.0154  0.082
49 H -4.5619 -3.0278 -2.3174  0.083
50 H -3.0929 -3.8415 -2.8821  0.082
51 H -4.8914 -1.1395 -4.7664  0.082
52 H -3.9316 0.2021 -4.1131  0.084
53 H -5.0637 -0.6666 -3.0661  0.084



<2>
Density functional theory data (ωB97M-V with the def2-TZVPD basis set) for a structure of composition C18H30CeNOSSi.

Output
spin multiplicity	2
expectation value of S²	0.75
orbital gap (spin up / spin down)	7.95 / 7.98	eV
HOMO level (spin up / spin down)	-8.029 / -8.041	eV

Last column: Löwdin charge in e.
Cartesian coordinates (Å):
1 Ce 0.2596 -0.0579 0.1382  1.143
2 C -3.2471 -3.7155 -4.9621  -0.177
3 Si -2.1292 -2.2212 -4.9797  0.495
4 C -0.3925 -2.7740 -5.3175  -0.219
5 C -2.6670 -1.0721 -6.3494  -0.177
6 C -2.4561 -1.2929 -3.3595  -0.235
7 C -3.7779 -0.8994 -3.1685  -0.086
8 C -4.1931 -0.2078 -2.0353  -0.059
9 C -3.2348 0.0907 -1.0953  -0.128
10 N -1.9565 -0.2641 -1.2451  -0.118
11 C -1.5498 -0.9502 -2.3344  -0.715
12 S 0.1653 -1.3707 -2.3571  0.584
13 H -3.1684 -4.2607 -5.9065  0.034
14 H -4.2943 -3.4352 -4.8245  0.027
15 H -2.9753 -4.3991 -4.1542  0.037
16 H -0.3909 -3.2695 -6.2940  0.035
17 H -0.0326 -3.4764 -4.5659  0.020
18 H 0.3046 -1.9366 -5.3482  0.019
19 H -2.5787 -1.5711 -7.3184  0.034
20 H -2.0443 -0.1746 -6.3750  0.037
21 H -3.7058 -0.7549 -6.2310  0.027
22 H -4.5189 -1.1375 -3.9264  0.100
23 H -5.2221 0.0897 -1.8915  0.103
24 H -3.4713 0.6324 -0.1861  0.115
25 C 4.3036 1.3021 0.6699  -0.031
26 C 2.8611 1.2564 0.2010  -0.723
27 C 2.7946 1.2789 -1.3285  -0.046
28 C 2.0880 2.4581 0.7619  -0.045
29 O 2.2624 0.0413 0.6635  -0.405
30 H 4.8035 2.2075 0.3189  0.088
31 H 4.8420 0.4320 0.2924  0.091
32 H 4.3404 1.2789 1.7599  0.092
33 H 3.2852 2.1650 -1.7337  0.099
34 H 1.7611 1.2978 -1.6999  0.050
35 H 3.2612 0.3836 -1.7384  0.100
36 H 2.6300 3.3811 0.5527  0.099
37 H 1.9445 2.3515 1.8363  0.093
38 H 1.0942 2.5820 0.3088  0.069
39 C -3.0860 2.6172 4.2560  -0.062
40 C -1.5724 2.3637 4.2484  -0.643
41 C -1.1757 1.6107 5.5255  -0.059
42 C -0.8286 3.7048 4.1914  -0.060
43 C -1.2100 1.5603 3.0676  -0.166
44 C -0.8930 0.9115 2.0798  -0.181
45 H -3.3620 3.2088 5.1326  0.082
46 H -3.6347 1.6751 4.2858  0.084
47 H -3.3910 3.1607 3.3607  0.083
48 H -1.4450 2.2014 6.4047  0.082
49 H -0.1013 1.4238 5.5473  0.084
50 H -1.6889 0.6501 5.5821  0.084
51 H -1.0905 4.3152 5.0594  0.082
52 H -1.0933 4.2554 3.2876  0.083
53 H 0.2512 3.5484 4.1918  0.080



Of them, <2> has the lowest stability.



<1>
Density functional theory data (ωB97M-V with the def2-TZVPD basis set) for the ion C2H9N2 with charge +1.

Output
spin multiplicity	1
orbital gap	10.16	eV
structure (SMILES)	NCC[NH3+]
HOMO level	-13.879	eV
total charge	+1

Last column: Löwdin charge in e.
Cartesian coordinates (Å):
1 N 0.7156 1.3444 0.6166  -0.036
2 C -0.3124 0.2955 0.9798  -0.188
3 C -0.4873 -0.9418 -0.0145  -0.104
4 N 0.0439 -0.7313 -1.4453  0.206
5 H 0.2573 2.2261 0.6658  0.051
6 H 1.6578 1.4230 1.1380  0.127
7 H -1.0898 0.9296 1.1625  0.078
8 H 0.2297 -0.1764 1.8877  0.145
9 H -1.5652 -1.0129 -0.0317  0.107
10 H -0.3754 -1.9123 0.5243  0.139
11 H 0.3696 0.2205 -1.3942  0.121
12 H 0.7705 -1.3155 -1.8788  0.182
13 H -0.7731 -0.7954 -2.0638  0.172



<2>
Density functional theory data (ωB97M-V with the def2-TZVPD basis set) for a cluster of 2 separate species, C2H9N2 in total.

Output
spin multiplicity	1
orbital gap	10.31	eV
HOMO level	-14.609	eV
total charge	+1

Last column: Löwdin charge in e.
Cartesian coordinates (Å):
1 C -0.5334 -5.3521 4.8571  -0.052
2 H 0.1677 -5.7377 4.1187  0.013
3 H -1.5478 -5.2716 4.4817  0.011
4 H -0.5995 -6.0299 5.7075  0.017
5 H -0.1283 -4.3911 5.1588  0.010
6 N 1.1338 1.4210 -2.0972  0.200
7 C 0.2835 2.3844 -2.2791  -0.171
8 N -0.7526 2.6623 -1.5313  0.205
9 H 0.9517 0.6381 -1.4855  0.147
10 H 2.1135 1.5336 -2.3297  0.152
11 H 0.4320 3.0588 -3.1183  0.170
12 H -1.5108 3.2675 -1.8233  0.148
13 H -1.0635 2.1432 -0.7186  0.149



Of them, <1> has the lowest stability.



<1>
Density functional theory data (ωB97M-V with the def2-TZVPD basis set) for a cluster of 2 separate species, CHF3O in total.

Output
spin multiplicity	1
orbital gap	11.99	eV
HOMO level	-12.008	eV

Last column: Löwdin charge in e.
Cartesian coordinates (Å):
1 C -1.4361 -0.3360 -0.0434  -0.456
2 O -0.2703 -0.4330 0.4862  0.220
3 F -1.9464 1.5174 0.3401  -0.304
4 F -2.3382 -1.0049 0.6337  0.211
5 F -1.5605 -0.4490 -1.3923  0.163
6 H 0.3842 0.1529 0.0827  0.165



<2>
Density functional theory data (ωB97M-V with the def2-TZVPD basis set) for the molecule CHF3O.

Output
spin multiplicity	1
orbital gap	13.44	eV
structure (SMILES)	OC(F)(F)F
HOMO level	-12.704	eV

Last column: Löwdin charge in e.
Cartesian coordinates (Å):
1 O -1.0553 -0.3465 -0.0797  0.120
2 C 0.2281 0.2787 -0.1052  -0.767
3 F 0.4085 1.0560 -1.0728  0.270
4 F 1.1351 -0.7212 -0.0665  0.126
5 F 0.4850 0.9118 1.0211  0.167
6 H -1.2014 -1.1788 0.3031  0.084



Of them, <1> has the lowest stability.



<1>
Density functional theory data (ωB97M-V with the def2-TZVPD basis set) for a cluster of 2 separate species, C4H9N2P in total.

Output
spin multiplicity	3
expectation value of S²	2.02
orbital gap (spin up / spin down)	5.83 / 8.69	eV
HOMO level (spin up / spin down)	-4.987 / -9.768	eV

Last column: Löwdin charge in e.
Cartesian coordinates (Å):
1 C -0.6284 -0.8292 -0.8879  -0.189
2 C 0.6648 -0.7324 -1.1206  -0.247
3 C -2.4594 0.1985 0.5340  -0.098
4 C 2.6686 -0.0783 0.9071  -0.057
5 N -1.2058 0.2734 -0.2499  -0.353
6 N 1.3103 0.3396 -0.5296  -0.293
7 P 0.1104 1.2735 0.2324  0.900
8 H -1.3310 -1.6411 -1.3996  0.157
9 H 1.1128 -1.3471 -1.8123  0.083
10 H -2.6629 1.1789 1.0081  0.084
11 H -3.2775 -0.0246 -0.0823  0.064
12 H -2.4362 -0.3960 1.3579  0.042
13 H 1.9888 0.1030 1.7887  -0.006
14 H 2.9164 -1.1061 0.6919  0.000
15 H 3.1752 0.6953 0.5687  -0.070
16 H 0.0540 2.0928 -1.0065  -0.014



<2>
Density functional theory data (ωB97M-V with the def2-TZVPD basis set) for a cluster of 2 separate species, C4H9N2P in total.

Output
spin multiplicity	3
expectation value of S²	2.01
orbital gap (spin up / spin down)	6.90 / 7.03	eV
HOMO level (spin up / spin down)	-6.118 / -8.377	eV

Last column: Löwdin charge in e.
Cartesian coordinates (Å):
1 C 1.1715 -0.9299 -0.8791  -0.253
2 C 3.9806 0.0345 1.4014  -0.082
3 C -1.0923 1.1229 -1.1596  -0.320
4 C -1.6112 -0.9465 0.9005  -0.250
5 N 4.7080 0.0803 -0.9049  0.183
6 N 4.4399 0.0857 0.2070  -0.233
7 P -0.4267 -0.5990 -0.5667  0.730
8 H 1.4782 -1.8762 -0.5934  -0.086
9 H 3.4392 -0.7486 1.9381  0.060
10 H 4.3935 0.8687 1.9758  0.056
11 H -2.1313 0.9624 -1.6950  0.048
12 H -1.3133 1.8408 -0.2132  0.060
13 H -0.2941 1.5899 -1.8635  0.041
14 H -2.6258 -1.2258 0.3923  0.084
15 H -1.1135 -1.6987 1.4280  -0.006
16 H -1.6412 -0.0840 1.4342  -0.032



Of them, <2> has the lowest stability.



<1>
Density functional theory data (ωB97M-V with the def2-TZVPD basis set) for the ion C5H12IN2 with charge +1.

Output
spin multiplicity	1
orbital gap	9.38	eV
structure (SMILES)	C[C@H](I)C(=[NH2+])N(C)C
HOMO level	-13.444	eV
total charge	+1

Last column: Löwdin charge in e.
Cartesian coordinates (Å):
1 C 1.3422 -2.1335 -0.8823  -0.123
2 C 1.2862 -0.5640 -0.7415  -0.574
3 I 3.1438 0.4324 0.0771  0.814
4 C 0.1140 -0.0446 0.3682  -0.317
5 N -0.0143 -0.8664 1.4106  0.167
6 N -0.6221 1.0841 0.1766  -0.152
7 C -1.6577 1.5257 1.1700  0.013
8 C -0.5246 1.7315 -1.0799  -0.050
9 H 2.0018 -2.7265 -0.0907  0.126
10 H 1.7273 -2.2778 -1.8497  0.057
11 H 0.3448 -2.4969 -0.8179  0.065
12 H 1.0631 -0.2422 -1.7193  0.034
13 H 0.8264 -1.4343 1.5985  0.120
14 H -0.5952 -0.6601 2.3273  0.191
15 H -2.4397 0.7498 1.2527  0.104
16 H -1.2262 1.5906 2.1456  0.079
17 H -2.1380 2.4890 0.8014  0.124
18 H 0.5027 2.1290 -1.1135  0.089
19 H -0.4957 0.9483 -1.8855  0.108
20 H -1.2324 2.5917 -1.2096  0.124



<2>
Density functional theory data (ωB97M-V with the def2-TZVPD basis set) for the ion C5H12IN2 with charge +1.

Output
spin multiplicity	1
orbital gap	9.60	eV
structure (SMILES)	CCNC(=[NH2+])[C@@H](C)I
HOMO level	-13.298	eV
total charge	+1

Last column: Löwdin charge in e.
Cartesian coordinates (Å):
1 C -1.9422 -1.8152 1.5136  -0.083
2 C -1.8533 -0.9588 0.2693  -0.193
3 N -0.6032 -0.2126 0.4432  0.047
4 C 0.2320 0.2417 -0.4348  -0.357
5 N 0.1332 0.2909 -1.7530  0.227
6 C 1.4574 1.1457 0.2412  -0.713
7 C 2.5115 1.3578 -0.8668  -0.204
8 I 0.6870 3.0377 0.8668  0.912
9 H -1.8915 -1.3265 2.4037  0.042
10 H -3.0181 -2.2785 1.5699  0.133
11 H -1.3362 -2.7470 1.5344  0.103
12 H -1.8855 -1.5386 -0.6370  0.114
13 H -2.6629 -0.1816 0.1726  0.150
14 H -0.2210 -0.5423 1.3493  0.161
15 H 0.8946 0.8814 -2.2356  0.150
16 H -0.5501 -0.1962 -2.2423  0.108
17 H 1.8126 0.4878 1.1227  0.120
18 H 2.6769 0.3304 -1.2730  0.100
19 H 3.2503 1.8851 -0.3071  0.057
20 H 2.3086 2.1387 -1.7372  0.125



Of them, <1> has the lowest stability.